[1]
46
Properties=species:S:1:pos:R:3:nbo_charge:R:1 method="wB97M-V/def2-TZVPD" de_lowest_kj_mol=0.00 total_charge=-1 e_homo_ev=-4.74
H 2.78 -1.93 1.87 0.14
Cl -1.05 0.98 3.30 -0.03
H -2.03 1.56 -4.09 0.20
Cd -0.04 0.75 -0.02 1.67
C -2.34 4.63 2.30 -0.09
C -1.41 2.42 2.37 0.04
H -5.74 -0.57 -3.62 0.20
C 3.14 1.16 0.35 0.43
C 4.23 2.09 0.28 -0.26
C -1.97 4.71 0.96 -0.10
H -4.32 1.08 -4.85 0.20
H 0.84 -2.94 1.87 0.17
C 5.59 0.77 1.78 -0.33
H 4.08 2.96 -0.35 0.21
H 4.70 -1.04 2.47 0.19
C -3.93 0.58 -3.97 -0.20
H -1.19 -1.55 2.19 0.20
O -0.86 0.49 -2.09 -0.83
Cl -0.88 3.75 -1.31 0.02
C 3.35 0.02 1.18 -0.28
N 1.19 -1.09 0.89 -0.57
C -4.74 -0.35 -3.29 -0.32
H 6.18 2.64 0.87 0.20
H -4.81 -1.69 -1.63 0.19
H 6.52 0.62 2.31 0.20
C -2.05 3.47 3.02 -0.14
Cl -2.33 6.14 0.07 0.03
H -3.10 -2.31 -0.28 0.14
O 2.08 1.39 -0.32 -0.81
C -1.05 2.44 1.04 -0.55
C -2.07 0.23 -2.40 0.42
Cl -2.49 3.37 4.69 0.02
C 2.39 -1.05 1.33 0.19
H 0.57 -2.91 0.11 0.19
C -2.65 0.85 -3.56 -0.26
C -4.21 -0.97 -2.18 -0.14
C -2.48 -1.44 -0.54 0.17
C -1.04 -2.05 1.23 -0.24
C 4.57 -0.14 1.86 -0.13
C 0.45 -2.34 1.04 -0.23
Cl -3.14 5.95 3.07 0.03
C -1.34 3.62 0.36 -0.07
H -1.61 -2.99 1.24 0.17
N -1.46 -1.17 0.17 -0.55
C -2.92 -0.69 -1.70 -0.27
C 5.39 1.90 0.96 -0.19

[2]
56
Properties=species:S:1:pos:R:3:nbo_charge:R:1 method="wB97M-V/def2-TZVPD" de_lowest_kj_mol=86.12 total_charge=+2 e_homo_ev=-13.92
H 1.86 4.91 -0.42 0.26
Ir 0.65 -0.11 0.43 0.87
N 1.26 1.62 -0.56 -0.47
H -3.90 0.76 6.43 0.18
N 0.21 -1.93 -1.87 -0.40
H -0.86 -4.15 -2.16 0.43
H 2.29 4.54 -2.84 0.25
C 1.41 2.85 -0.07 0.08
N 4.64 0.15 -0.15 -0.47
H -2.25 -0.86 4.72 0.41
H 7.39 -2.67 -2.89 0.26
C -0.44 -2.59 -0.95 0.32
N -0.91 -3.81 -1.22 -0.74
H 1.23 2.99 0.99 0.23
N 0.68 0.50 2.42 -0.49
C 5.80 0.41 -0.77 0.36
N 4.67 -1.98 -1.09 -0.50
H 7.35 -0.31 -2.09 0.26
H -5.08 -1.30 6.26 0.50
C 1.84 2.44 -2.72 -0.19
C 1.13 0.08 -2.35 0.05
H -3.10 -0.54 7.31 0.17
C 2.04 1.44 4.15 -0.24
H 2.66 1.05 2.14 0.22
C 6.36 -2.86 -2.61 -0.67
H 1.98 2.23 -3.77 0.25
C 5.83 -1.77 -1.76 0.33
H 3.00 1.84 4.45 0.25
C -1.38 0.82 5.59 0.65
C 2.00 3.72 -2.21 -0.12
C 4.09 -1.05 -0.29 0.29
C 1.45 1.41 -1.88 0.14
H 4.22 -2.89 -1.14 0.45
O -1.41 1.63 6.49 -0.58
H -1.27 0.03 2.89 0.22
H 5.88 2.50 -1.13 0.26
C 1.77 3.93 -0.85 -0.22
S -0.74 -1.93 0.67 -0.11
H 6.30 -3.82 -2.10 0.25
H 6.31 2.03 0.51 0.26
C -3.44 -0.23 6.32 0.11
C -0.23 0.83 4.60 -0.14
N 0.69 -0.74 -1.47 -0.19
H 7.46 1.76 -0.83 0.25
C 6.41 1.75 -0.54 -0.67
C 1.86 1.00 2.86 0.05
H -1.52 -4.27 -0.56 0.43
C -0.34 0.42 3.29 0.06
H 5.77 -2.93 -3.53 0.26
N -2.32 -0.13 5.41 -0.61
C 6.42 -0.54 -1.59 -0.30
S 2.72 -1.58 0.61 0.03
H 1.05 1.72 6.06 0.27
H 1.17 -0.23 -3.39 0.24
O -4.30 -1.17 5.72 -0.72
C 0.97 1.37 5.04 -0.07

[3]
17
Properties=species:S:1:pos:R:3:nbo_charge:R:1 method="wB97M-V/def2-TZVPD" de_lowest_kj_mol=491.89 smiles="C=C[Si@]1(CO)CO1.Cl" total_charge=0 e_homo_ev=-9.64
C 0.90 1.38 0.49 -0.46
H 1.19 1.60 1.48 0.20
H 1.79 -0.77 -1.81 0.46
O 1.13 -1.28 -2.26 -0.70
H 1.59 1.83 -0.20 0.18
Si -0.07 -0.07 -0.19 1.58
H 0.13 -3.14 0.62 0.20
Cl -1.16 4.58 1.06 -0.33
H -0.85 -1.34 -2.29 0.22
C -0.07 -0.62 -2.01 -0.49
C -0.56 -2.52 1.29 -0.34
H -0.59 3.35 1.03 0.31
H -0.07 0.26 -2.73 0.21
H -0.99 -3.04 2.13 0.20
O -0.46 1.69 0.15 -0.83
C -0.74 -1.21 1.19 -0.65
H -1.18 -0.71 2.03 0.23

[4]
11
Properties=species:S:1:pos:R:3:nbo_charge:R:1 method="wB97M-V/def2-TZVPD" de_lowest_kj_mol=88.37 smiles="C=C(Br)CCl.F" total_charge=0 e_homo_ev=-10.23
H -0.52 2.31 -0.39 0.23
H -1.54 -1.71 0.61 0.56
Cl 1.26 0.92 -1.92 -0.04
Br 0.49 -0.38 2.25 -0.07
H 0.64 -1.09 -0.75 0.27
C 1.16 -0.09 -0.47 -0.49
C 0.37 0.63 0.48 0.01
H 2.25 -0.27 -0.24 0.26
C -0.25 1.77 0.56 -0.42
F -1.35 -2.33 0.02 -0.55
H -0.91 2.05 1.32 0.23

[5]
39
Properties=species:S:1:pos:R:3:nbo_charge:R:1 method="wB97M-V/def2-TZVPD" multiplicity=3 s_squared=2.008 total_charge=+2 e_homo_ev="-14.24 / -14.24"
O 1.72 5.04 1.22 -0.27
H -1.33 -4.37 -0.38 0.23
H -3.32 -0.73 0.26 0.20
C -3.26 -1.83 0.33 -0.23
H -3.22 -3.29 -2.59 0.21
C -2.33 -3.86 -2.27 -0.62
C -0.74 1.35 1.73 -0.21
C -2.18 -3.76 -0.76 -0.22
N -2.06 -2.37 -0.31 -0.41
O 4.80 0.50 -1.04 -0.25
H 4.25 3.36 0.25 -0.02
H 0.63 2.81 1.90 0.21
O 3.00 3.94 -2.62 -0.24
C 2.14 4.07 0.76 0.40
H 1.33 -0.03 -1.22 0.25
C 2.93 3.40 -1.61 0.42
H -4.15 -2.11 -0.27 0.23
C 5.80 5.54 -2.19 0.44
H -3.10 -4.23 -0.34 0.22
H -1.27 1.73 2.60 0.26
C 4.05 1.26 -0.64 0.40
C 0.72 0.38 -0.43 0.11
N 1.14 1.54 0.21 -0.63
O -0.01 -2.22 -1.24 -0.60
H -1.44 -3.47 -2.80 0.23
H -3.57 -3.48 1.76 0.24
C 0.38 1.98 1.28 0.00
H -4.38 -1.94 2.21 0.24
H -1.96 -0.24 1.64 0.26
C -3.46 -2.38 1.76 -0.63
H -2.60 -2.14 2.42 0.20
C -1.14 0.20 1.13 -0.08
C -0.87 -1.67 -0.56 0.63
H -2.47 -4.92 -2.55 0.24
O 6.73 6.19 -2.25 -0.43
C -0.46 -0.33 0.02 -0.07
C 3.26 1.94 1.74 0.42
Au 2.91 2.56 0.03 1.16
O 3.52 1.59 2.80 -0.26

[6]
72
Properties=species:S:1:pos:R:3:nbo_charge:R:1 method="wB97M-V/def2-TZVPD" smiles="COc1ccc([C@@H]2Sc3cc(OC)ccc3N(CC[NH+](C(C)C)C(C)C)C(=O)[C@H]2OC(C)=O)cc1" total_charge=+1 e_homo_ev=-10.51
H -0.73 -5.18 -4.81 0.21
O 0.06 1.39 1.59 -0.69
H 2.22 -0.39 2.10 0.23
C 2.27 -0.22 -4.79 -0.25
N -1.05 -0.46 0.89 -0.48
H -0.57 1.41 -5.66 0.23
C 1.27 0.30 -5.63 0.32
O -0.45 2.56 -0.84 -0.49
O 1.43 0.07 -6.95 -0.48
C -0.46 -1.18 3.21 -0.23
H 1.83 1.44 -0.99 0.25
H 3.35 1.02 4.62 0.24
H -3.26 -1.79 0.08 0.23
H -0.88 -1.80 4.01 0.22
H -2.24 -1.64 2.09 0.24
N 0.19 0.01 3.80 -0.45
H -1.19 0.46 6.93 0.24
H -3.35 -3.43 -1.76 0.24
O -2.27 2.29 0.41 -0.60
H 0.54 0.54 6.65 0.22
H -0.90 2.43 3.71 0.24
H -0.35 -0.95 6.32 0.22
H -2.13 0.07 2.57 0.22
H 2.97 -0.46 -2.80 0.22
H 3.48 -0.76 3.26 0.24
H 0.44 1.69 -7.79 0.18
C 0.21 0.99 -5.05 -0.32
H 0.84 0.31 -8.84 0.21
C 2.28 1.16 4.47 -0.63
H -1.02 4.96 0.50 0.25
C 1.63 -0.19 4.18 -0.03
H -2.66 4.82 -0.15 0.25
C 0.14 1.14 -3.68 -0.13
C -1.56 -0.79 2.21 -0.23
C -1.28 -3.25 -2.26 0.40
H 0.28 -1.78 2.68 0.24
C -0.35 -4.47 -4.08 -0.26
C -1.52 3.03 -0.18 0.82
O -1.45 -4.13 -3.26 -0.49
C 1.12 0.62 -2.85 -0.14
C -1.17 -1.40 -0.16 0.15
H 0.04 -3.59 -4.60 0.19
H 0.45 -4.94 -3.50 0.18
S 1.49 -0.86 -0.54 0.24
H -1.71 0.24 4.62 0.21
H 2.14 1.83 3.63 0.23
H 0.10 2.62 5.15 0.22
H -1.25 4.85 -1.24 0.24
C 2.19 -0.05 -3.43 -0.18
H 3.10 -0.74 -5.25 0.23
C -0.03 -1.71 -0.91 -0.20
H -1.64 2.48 5.31 0.24
C -2.42 -2.94 -1.51 -0.25
C -0.08 -2.62 -1.95 -0.31
C -2.37 -2.03 -0.47 -0.22
H 2.22 -1.93 2.98 0.22
C -0.40 0.70 0.68 0.77
C 0.49 0.60 -7.85 -0.26
C 1.06 0.75 -1.35 -0.26
H 0.21 0.71 2.98 0.50
H -0.69 1.70 -3.27 0.20
C 2.42 -0.87 3.06 -0.63
H -1.11 0.68 -1.34 0.23
C -1.63 4.51 -0.28 -0.72
H 1.66 -0.83 5.07 0.22
C -0.39 0.13 6.27 -0.63
H -0.51 0.18 -7.68 0.18
C -0.29 1.15 -0.78 -0.04
H 1.90 1.63 5.37 0.22
C -0.71 0.61 4.86 -0.02
C -0.77 2.13 4.75 -0.64
H 0.82 -2.81 -2.51 0.24

[7]
18
Properties=species:S:1:pos:R:3:nbo_charge:R:1 method="wB97M-V/def2-TZVPD" de_lowest_kj_mol=150.89 total_charge=0 e_homo_ev=-7.69
H -1.53 -2.82 -1.23 0.37
C 0.16 -0.20 -0.24 -0.14
H -0.34 1.96 -0.74 0.21
H -1.69 -1.25 -1.85 0.38
H 2.05 -0.87 0.54 0.20
C -0.21 -1.47 -0.49 0.03
N -1.47 -1.83 -1.03 -0.83
H 0.89 0.61 2.30 0.21
H 1.72 1.98 1.45 0.21
C 1.69 0.90 1.56 -0.62
H -2.71 0.23 -0.26 0.20
C -2.03 1.03 -0.53 -0.39
H 0.39 -2.28 -0.07 0.19
H 2.10 0.49 -0.57 0.20
H -2.41 1.98 -0.86 0.19
H 2.52 0.56 2.19 0.21
C 1.55 0.06 0.30 -0.41
C -0.68 0.94 -0.49 -0.23